Here is a 27-piece molecular cluster, C13H74F4NO28 overall in a non-equilibrium geometry from OMol25. Energies are from wB97M-V/def2-TZVPD.

gap between HOMO and LUMO: 3.536 eV
relative energy (zero: lowest compared OMol25 entry of this formula, charge and spin): 59.2 kcal/mol
net charge: -1
E_HOMO: -2.089 eV

Last column: Mulliken charge in e.
Atoms and positions in Å:
C  1.400  -1.390  5.488  -0.350
C  -0.038  -1.070  4.907  0.524
O  -0.986  -0.997  5.720  -0.688
O  -0.332  -0.841  3.561  -0.210
C  0.108  -1.950  2.729  0.155
C  0.549  -1.316  1.308  0.723
C  1.929  -1.918  0.775  0.328
C  2.463  -0.926  -0.411  0.225
C  3.819  -0.162  -0.069  -0.941
C  3.708  1.313  0.512  -1.234
C  2.248  1.941  0.591  1.176
C  2.015  2.696  -0.816  -1.157
C  0.737  2.138  -1.623  1.056
N  1.231  1.547  -2.925  -0.484
C  2.350  3.023  1.766  0.629
F  2.465  2.397  3.052  -0.351
F  3.537  3.847  1.545  -0.416
C  1.099  4.000  1.833  -0.158
F  1.105  4.645  3.122  -0.367
F  -0.142  3.402  1.562  -0.224
H  1.987  -0.420  5.561  0.233
H  1.992  -2.122  4.852  -0.036
H  1.244  -1.834  6.525  0.300
H  0.938  -2.572  3.184  -0.302
H  -0.737  -2.681  2.477  0.112
H  -0.304  -1.464  0.558  -0.556
H  0.744  -0.202  1.514  -0.262
H  2.714  -2.104  1.586  0.450
H  1.683  -2.931  0.290  -0.386
H  2.714  -1.648  -1.274  0.534
H  1.616  -0.282  -0.794  -0.624
H  4.364  -0.793  0.717  0.236
H  4.523  -0.172  -0.977  0.306
H  4.408  1.982  -0.114  0.327
H  4.156  1.354  1.572  0.425
H  2.904  2.572  -1.533  0.395
H  1.863  3.819  -0.705  0.141
H  0.213  1.337  -0.988  -0.619
H  -0.002  2.946  -1.925  0.075
H  1.917  0.809  -2.724  0.057
H  0.453  1.073  -3.400  0.340
H  1.301  4.852  1.097  0.205
O  -0.745  4.862  -1.610  -0.569
H  -1.052  5.774  -1.654  0.262
H  -0.691  4.685  -0.663  0.216
O  -0.135  -4.790  3.608  -0.404
H  -0.530  -4.979  4.468  0.245
H  -0.643  -5.330  2.994  0.219
O  -0.996  6.628  0.490  -0.542
H  -1.304  7.545  0.443  0.278
H  -0.941  6.447  1.437  0.282
O  -1.871  1.444  -4.200  -0.500
H  -1.741  2.079  -4.915  0.268
H  -2.469  1.897  -3.591  0.246
O  -4.901  1.666  -3.823  -0.560
H  -5.272  1.479  -2.953  0.299
H  -5.413  1.108  -4.422  0.305
O  1.078  -4.653  -0.513  -0.573
H  1.391  -5.289  0.140  0.216
H  0.270  -5.053  -0.857  0.266
O  2.842  -5.008  4.208  -0.538
H  3.165  -5.652  4.850  0.283
H  2.033  -5.410  3.860  0.259
O  -1.577  4.527  -5.001  -0.587
H  -1.887  5.440  -5.056  0.316
H  -1.520  4.355  -4.049  0.212
O  -3.603  -2.925  4.792  -0.672
H  -4.265  -2.505  5.359  0.309
H  -2.803  -2.400  4.939  0.360
O  -1.091  -2.473  -0.980  -0.453
H  -1.805  -3.058  -1.263  0.183
H  -0.487  -2.459  -1.733  0.221
O  -5.943  -1.631  6.191  -0.627
H  -6.451  -1.747  7.001  0.290
H  -5.980  -0.681  6.024  0.314
O  -2.458  -4.994  -2.280  -0.563
H  -3.233  -5.524  -2.061  0.279
H  -2.351  -5.114  -3.231  0.290
O  1.198  3.189  -5.499  -0.687
H  0.888  4.103  -5.554  0.310
H  1.253  3.017  -4.543  0.321
O  -0.053  -7.436  3.221  -0.587
H  -0.873  -7.573  3.711  0.303
H  0.636  -7.532  3.890  0.297
O  1.401  0.163  -5.258  -0.568
H  1.351  1.059  -5.622  0.306
H  1.072  -0.400  -5.971  0.308
O  -2.728  1.325  -1.197  -0.577
H  -2.789  2.094  -0.618  0.308
H  -1.942  0.858  -0.883  0.187
O  0.757  -7.541  -0.208  -0.599
H  0.355  -7.710  0.655  0.291
H  0.246  -8.089  -0.815  0.292
O  -1.433  6.610  -6.964  -0.629
H  -0.732  6.934  -7.540  0.294
H  -1.402  5.650  -7.076  0.343
O  0.836  6.044  -5.322  -0.636
H  0.331  5.942  -4.506  0.250
H  0.779  6.985  -5.516  0.297
O  -2.241  9.184  -0.282  -0.592
H  -2.105  9.826  -0.988  0.280
H  -2.838  9.631  0.330  0.287
O  0.619  -1.216  -7.855  -0.592
H  -0.087  -1.818  -8.115  0.287
H  1.204  -1.194  -8.621  0.283
O  4.120  -1.128  2.898  -0.680
H  3.828  -0.208  2.827  0.271
H  4.148  -1.292  3.849  0.270
O  -4.484  -1.543  1.887  -0.667
H  -3.680  -1.281  1.423  0.319
H  -4.162  -2.028  2.658  0.361
O  -6.116  -0.124  -6.036  -0.628
H  -6.821  -0.726  -6.297  0.297
H  -5.531  -0.100  -6.803  0.303
O  4.541  -1.853  5.770  -0.609
H  5.462  -1.860  6.055  0.269
H  4.431  -2.694  5.306  0.304
O  1.364  -6.079  6.224  -0.603
H  1.644  -5.153  6.208  0.327
H  0.986  -6.195  7.104  0.271